(1)
A molecular structure, C51H66AsBrHfN5O3SSbSi3, computed with ωB97M-V/def2-TZVPD.

Atoms and positions in Å:
1 Hf -0.201 0.074 -0.147
2 O -2.420 -3.573 1.576
3 C -3.602 -2.908 1.800
4 C -4.665 -3.579 2.400
5 C -5.880 -2.949 2.609
6 C -6.046 -1.631 2.212
7 C -4.982 -0.965 1.623
8 C -3.739 -1.575 1.419
9 C -2.678 -0.739 0.736
10 O -1.358 -1.217 0.771
11 N -2.709 0.637 1.275
12 N -1.396 1.262 1.244
13 C -1.093 1.796 2.504
14 C -0.300 2.796 2.787
15 Br 1.912 1.082 0.978
16 C 0.481 3.773 3.172
17 C 0.026 5.145 3.528
18 C 0.954 6.081 3.974
19 C 0.555 7.357 4.359
20 C -0.785 7.712 4.300
21 C -1.718 6.787 3.837
22 C -1.316 5.518 3.456
23 H -2.514 -4.456 1.950
24 H -4.531 -4.615 2.701
25 H -6.695 -3.493 3.073
26 H -6.994 -1.127 2.350
27 H -5.112 0.061 1.294
28 H -3.000 -0.674 -0.306
29 H -3.066 0.610 2.224
30 H -1.588 1.317 3.352
31 H 1.553 3.589 3.271
32 H 2.003 5.804 4.023
33 H 1.291 8.070 4.711
34 H -1.104 8.695 4.624
35 H -2.765 7.061 3.774
36 H -2.041 4.796 3.095
37 O 1.119 -1.603 0.068
38 N 0.562 -2.815 -0.108
39 C 0.910 -3.797 0.746
40 C 0.419 -5.062 0.571
41 C -0.462 -5.300 -0.483
42 C -0.825 -4.269 -1.319
43 C -0.303 -2.991 -1.137
44 S -0.646 -1.623 -2.159
45 H 1.575 -3.491 1.540
46 H 0.717 -5.843 1.257
47 H -0.866 -6.293 -0.642
48 H -1.522 -4.417 -2.133
49 C 1.688 -4.638 -3.419
50 Si 3.182 -3.661 -2.894
51 C 3.882 -4.441 -1.368
52 C 4.467 -3.832 -4.228
53 Sb 2.629 -1.147 -2.555
54 Si 4.852 -0.491 -1.433
55 C 5.056 1.307 -1.126
56 C 4.692 -1.381 0.167
57 C 6.257 -1.117 -2.442
58 Si 2.026 -0.739 -5.067
59 C 0.753 -1.980 -5.511
60 C 3.534 -0.896 -6.132
61 C 1.269 0.918 -5.359
62 H 1.685 -5.597 -2.892
63 H 1.732 -4.843 -4.492
64 H 0.739 -4.138 -3.216
65 H 3.925 -5.519 -1.561
66 H 3.279 -4.280 -0.472
67 H 4.900 -4.096 -1.161
68 H 4.976 -4.792 -4.078
69 H 5.223 -3.045 -4.222
70 H 4.007 -3.850 -5.216
71 H 4.102 1.807 -0.935
72 H 5.589 1.807 -1.939
73 H 5.659 1.398 -0.214
74 H 4.074 -0.789 0.847
75 H 5.688 -1.513 0.609
76 H 4.230 -2.361 0.062
77 H 6.208 -0.803 -3.490
78 H 6.329 -2.208 -2.412
79 H 7.175 -0.700 -2.006
80 H 1.103 -3.008 -5.411
81 H 0.476 -1.803 -6.556
82 H -0.139 -1.864 -4.889
83 H 3.692 -1.923 -6.462
84 H 4.452 -0.560 -5.637
85 H 3.379 -0.272 -7.021
86 H 0.650 1.268 -4.527
87 H 0.603 0.804 -6.223
88 H 2.006 1.684 -5.604
89 C 3.436 3.091 -3.377
90 N 2.425 3.251 -2.330
91 C 2.504 4.465 -1.504
92 C 1.539 2.308 -2.100
93 N 0.791 1.446 -1.913
94 H 3.318 3.871 -4.128
95 H 3.331 2.120 -3.845
96 H 4.424 3.169 -2.928
97 H 2.341 5.342 -2.127
98 H 3.493 4.513 -1.049
99 H 1.754 4.431 -0.729
100 C -2.151 1.096 -6.328
101 C -1.794 2.334 -5.810
102 C -1.791 2.546 -4.435
103 C -2.155 1.524 -3.562
104 C -2.490 0.275 -4.091
105 C -2.495 0.062 -5.465
106 As -2.147 1.707 -1.625
107 C -1.785 3.615 -1.397
108 C -2.631 4.532 -2.023
109 C -2.503 5.891 -1.782
110 C -1.531 6.353 -0.902
111 C -0.698 5.448 -0.266
112 C -0.828 4.081 -0.504
113 C -4.067 1.870 -1.245
114 C -5.028 1.293 -2.060
115 C -6.386 1.478 -1.789
116 C -6.777 2.246 -0.708
117 C -5.811 2.824 0.116
118 C -4.467 2.632 -0.146
119 H -2.168 0.939 -7.400
120 H -1.512 3.140 -6.476
121 H -1.502 3.514 -4.051
122 H -2.760 -0.540 -3.432
123 H -2.769 -0.910 -5.860
124 H -3.414 4.184 -2.684
125 H -3.178 6.588 -2.265
126 H -1.439 7.414 -0.696
127 H 0.037 5.799 0.448
128 H -0.206 3.392 0.053
129 H -4.744 0.700 -2.918
130 H -7.128 1.028 -2.438
131 H -7.829 2.401 -0.504
132 H -6.110 3.432 0.960
133 H -3.725 3.076 0.503

Relative energy (zero: lowest compared OMol25 entry of this formula, charge and spin) (kJ/mol): 239.41
Charge: +1
Kohn-Sham gap (alpha / beta) (eV): 6.27 / 4.09
HOMO (alpha / beta) (eV): -8.50 / -8.50
2S+1: 2

Here are the Mulliken charges for atoms 1 to 5, given in e: Hf 2.47; O -0.19; C 0.78; C -0.92; C -0.67

(2)
2 unconnected molecules or ions with the total composition C9H14, computed with ωB97M-V/def2-TZVPD.

Atoms and positions in Å:
1 C 0.255 -0.927 -2.916
2 C 0.231 0.114 -1.857
3 C 0.283 -0.195 -0.492
4 C 0.121 0.778 0.470
5 C -0.114 2.089 0.119
6 C -0.061 2.444 -1.216
7 C 0.121 1.452 -2.180
8 H 0.506 -0.542 -3.903
9 H -0.737 -1.382 -3.063
10 H 0.857 -1.817 -2.712
11 H 0.520 -1.212 -0.178
12 H 0.241 0.523 1.513
13 H -0.377 2.822 0.874
14 H -0.169 3.463 -1.561
15 H 0.130 1.760 -3.221
16 C 0.320 -2.366 3.554
17 C -1.032 -1.814 3.029
18 H 1.102 -1.617 3.665
19 H 0.098 -2.970 4.433
20 H 0.713 -3.088 2.843
21 H -0.925 -0.803 2.661
22 H -1.759 -1.775 3.839
23 H -1.444 -2.455 2.257

Relative energy (zero: lowest compared OMol25 entry of this formula, charge and spin) (kJ/mol): 37.59
Kohn-Sham gap (eV): 10.04
HOMO (eV): -9.03
SMILES: Cc1ccccc1.CC

Here are the natural (NBO) charges for atoms 1 to 5, given in e: C -0.64; C -0.01; C -0.22; C -0.20; C -0.23

(3)
3 unconnected molecules or ions with the total composition C40H50BrF20O5P, computed with ωB97M-V/def2-TZVPD.

Atoms and positions in Å:
1 C 1.226 -4.589 1.798
2 C 1.355 -3.012 1.581
3 C 2.792 -2.623 2.120
4 C 2.962 -1.045 2.330
5 C 1.747 -0.213 1.862
6 C 0.767 0.120 2.883
7 Br 0.912 -0.485 4.732
8 C -0.392 0.902 2.560
9 C -0.529 1.388 1.187
10 C 0.444 1.048 0.165
11 C 0.178 1.633 -1.253
12 C 0.402 3.219 -1.160
13 C 1.805 3.592 -1.823
14 C 2.219 4.994 -1.207
15 C 3.793 5.158 -1.071
16 O 4.197 6.372 -1.721
17 C 5.127 7.108 -0.927
18 C 5.110 8.588 -1.462
19 C 1.615 0.201 0.476
20 P 2.712 -0.184 -0.960
21 C 4.096 -1.379 -0.640
22 C 1.582 -1.147 -2.147
23 C -1.799 2.257 0.913
24 O -2.440 2.186 -0.097
25 C -2.286 3.197 2.081
26 C -2.876 4.545 1.659
27 F -4.058 4.281 0.954
28 F -3.185 5.477 2.602
29 C -1.964 5.323 0.606
30 F -2.240 5.004 -0.690
31 F -0.638 5.188 0.964
32 C -2.161 2.677 3.318
33 C -2.647 3.418 4.585
34 C -4.225 3.683 4.632
35 C -1.785 4.670 5.029
36 C -0.343 4.731 4.408
37 C 0.595 3.648 5.084
38 C -1.518 1.269 3.555
39 O -1.932 0.562 4.424
40 H 0.583 -5.062 1.025
41 H 0.697 -4.739 2.777
42 H 2.227 -5.062 1.912
43 H 0.550 -2.577 2.227
44 H 1.205 -2.717 0.518
45 H 2.852 -3.119 3.126
46 H 3.608 -3.071 1.513
47 H 3.917 -0.666 1.884
48 H 3.129 -0.925 3.432
49 H 0.901 1.291 -2.023
50 H -0.838 1.381 -1.639
51 H -0.393 3.794 -1.680
52 H 0.521 3.454 -0.083
53 H 2.539 2.851 -1.412
54 H 1.756 3.609 -2.933
55 H 1.764 5.836 -1.787
56 H 1.825 5.117 -0.162
57 H 4.100 5.129 0.009
58 H 4.281 4.292 -1.584
59 H 4.837 7.138 0.158
60 H 6.160 6.685 -1.052
61 H 4.134 9.045 -1.165
62 H 5.951 9.192 -1.049
63 H 5.181 8.581 -2.574
64 H 3.657 -2.373 -0.366
65 H 4.891 -1.041 0.056
66 H 4.603 -1.555 -1.628
67 H 0.691 -1.457 -1.553
68 H 2.093 -2.070 -2.507
69 H 1.267 -0.514 -3.012
70 H -2.204 6.413 0.716
71 H -2.509 2.699 5.439
72 H -4.715 3.297 3.705
73 H -4.357 4.789 4.655
74 H -4.683 3.236 5.541
75 H -1.638 4.625 6.142
76 H -2.312 5.645 4.855
77 H 0.067 5.744 4.651
78 H -0.309 4.618 3.302
79 H 1.603 4.115 5.221
80 H 0.213 3.426 6.112
81 H 0.649 2.692 4.512
82 F -2.086 -5.103 0.910
83 C -2.886 -4.492 1.809
84 F -2.481 -4.907 3.033
85 C -4.361 -4.826 1.595
86 F -4.598 -6.140 1.814
87 F -5.069 -4.153 2.546
88 C -4.963 -4.431 0.232
89 O -5.040 -5.442 -0.773
90 C -3.907 -5.682 -1.551
91 F -3.003 -4.701 -1.362
92 F -4.306 -5.582 -2.839
93 C -3.321 -7.077 -1.321
94 F -3.009 -7.282 -0.028
95 F -2.178 -7.232 -2.038
96 H -2.714 -3.414 1.749
97 H -6.006 -4.182 0.431
98 H -4.525 -3.510 -0.157
99 H -4.033 -7.847 -1.627
100 F 1.561 -5.605 -4.570
101 C 0.845 -6.703 -4.890
102 F 1.724 -7.616 -5.369
103 C -0.233 -6.413 -5.935
104 F 0.321 -6.054 -7.116
105 F -0.891 -7.585 -6.169
106 C -1.303 -5.374 -5.549
107 O -1.118 -4.037 -6.010
108 C -0.292 -3.196 -5.265
109 F -0.017 -3.761 -4.073
110 F -1.021 -2.091 -4.998
111 C 0.970 -2.783 -6.029
112 F 1.690 -3.849 -6.429
113 F 1.773 -2.036 -5.231
114 H 0.404 -7.108 -3.974
115 H -2.220 -5.696 -6.044
116 H -1.537 -5.405 -4.482
117 H 0.712 -2.197 -6.914

Kohn-Sham gap (eV): 7.12
HOMO (eV): -8.06
SMILES: CCCCc1c(Br)c2c(c(CCCCCOCC)c1P(C)C)C(=O)C(C(F)(F)C(F)F)=C([C@H](C)CCC)C2=O.FC(F)C(F)(F)COC(F)(F)C(F)F.FC(F)C(F)(F)COC(F)(F)C(F)F

Here are the Mulliken charges for atoms 1 to 5, given in e: C -1.21; C 0.98; C -0.99; C -1.60; C 0.83

(4)
A molecular structure, CH2FNO3S, computed with ωB97M-V/def2-TZVPD.

Atoms and positions in Å:
1 C -0.783 0.543 1.024
2 N -0.045 0.253 -0.082
3 O -0.740 1.628 1.547
4 O 0.725 2.707 -0.865
5 O 1.621 0.601 -1.566
6 F 2.159 1.388 0.721
7 S 0.970 1.384 -0.392
8 H -1.423 -0.198 1.395
9 H 1.558 -0.338 -1.258

Relative energy (zero: lowest compared OMol25 entry of this formula, charge and spin) (kJ/mol): 160.72
Kohn-Sham gap (eV): 10.77
HOMO (eV): -10.65

Here are the natural (NBO) charges for atoms 1 to 5, given in e: C 0.51; N -0.94; O -0.58; O -0.81; O -0.84

(5)
A molecular structure, C16H23BN6O2ReS2, computed with ωB97M-V/def2-TZVPD.

Atoms and positions in Å:
1 Re 0.232 1.095 -0.318
2 C 3.683 0.155 0.253
3 C 2.863 -0.057 -0.973
4 C 2.726 -1.326 -1.545
5 C 2.096 -1.495 -2.766
6 C 1.543 -0.408 -3.438
7 C 1.645 0.864 -2.893
8 C 2.302 1.056 -1.660
9 H 3.625 -0.700 0.922
10 H 3.392 1.065 0.775
11 H 4.731 0.273 -0.033
12 H 3.181 -2.174 -1.053
13 H 2.059 -2.478 -3.211
14 H 1.065 -0.545 -4.397
15 H 1.318 1.720 -3.466
16 H 2.655 2.049 -1.392
17 N -0.385 3.292 -0.770
18 N 0.138 4.078 0.283
19 C 1.184 3.565 1.053
20 O 1.772 4.238 1.847
21 O 1.426 2.306 0.814
22 H -0.055 3.630 -1.689
23 H -1.412 3.368 -0.762
24 H 0.001 5.083 0.268
25 C -2.510 -0.780 -3.121
26 N -2.940 -1.126 -1.795
27 C -4.219 -1.406 -1.430
28 C -4.199 -1.686 -0.101
29 N -2.916 -1.587 0.353
30 B -2.687 -1.924 1.840
31 N -1.285 -1.604 2.359
32 C -0.546 -2.444 3.124
33 C 0.541 -1.760 3.587
34 N 0.458 -0.493 3.103
35 C 1.359 0.587 3.405
36 C -0.658 -0.419 2.349
37 S -1.256 1.004 1.552
38 C -2.159 -1.234 -0.695
39 S -0.425 -1.068 -0.870
40 H -3.386 -0.663 -3.755
41 H -1.878 -1.563 -3.540
42 H -1.949 0.157 -3.107
43 H -5.036 -1.391 -2.121
44 H -5.001 -1.954 0.555
45 H -2.906 -3.079 1.998
46 H -3.463 -1.282 2.478
47 H -0.843 -3.455 3.316
48 H 1.348 -2.088 4.210
49 H 2.165 0.216 4.034
50 H 0.830 1.381 3.934
51 H 1.773 1.009 2.486

Relative energy (zero: lowest compared OMol25 entry of this formula, charge and spin) (kJ/mol): 161.45
Charge: +2
Kohn-Sham gap (alpha / beta) (eV): 6.02 / 6.17
HOMO (alpha / beta) (eV): -14.84 / -14.93
2S+1: 4

Here are the natural (NBO) charges for atoms 1 to 5, given in e: Re 1.28; C -0.67; C 0.07; C -0.20; C -0.14